(1)
Below is C14H7N2O7OsS as an isolated structure, with properties calculated with wB97M-V/def2-TZVPD.

CARTESIAN COORDINATES (ANGSTROEM)
Os -0.282 -1.318 -0.454
S -1.323 1.317 -0.671
O 3.345 -1.791 1.156
O -3.485 -3.096 1.155
O 1.622 -1.214 -0.177
O -2.720 1.496 -0.833
O 0.971 0.177 -3.358
O -0.876 0.745 0.626
O -2.099 -1.918 -0.174
N -0.620 0.201 -1.695
N -0.066 -2.467 1.204
C -1.061 -3.749 2.887
C 0.337 0.823 -2.585
C 1.044 4.543 -2.597
C 1.119 3.217 -3.007
C 0.375 2.283 -2.315
C 1.332 -3.298 2.884
C 2.190 -1.829 0.908
C -0.408 2.681 -1.244
C -0.511 3.996 -0.828
C 0.204 -3.888 3.457
C -1.163 -3.003 1.730
C -2.405 -2.671 0.928
C 1.154 -2.573 1.725
C 0.241 4.924 -1.525
H -1.944 -4.192 3.324
H 1.735 2.909 -3.841
H 2.319 -3.394 3.316
H -1.150 4.290 -0.007
H 0.198 5.965 -1.236
H 0.314 -4.463 4.367
H 1.615 5.296 -3.122

As for the net charge: +1. The HOMO energy (alpha / beta) comes out at -13.5 / -13.6 eV. The calculation puts the energy above the lowest of the compared OMol25 structures with the same formula, charge and spin at 1.2 kcal/mol. As for the gap between HOMO and LUMO (alpha / beta): 8.69 / 6.70 eV. Its spin multiplicity is 5. The value obtained for the LUMO energy (alpha / beta) is -4.79 / -6.86 eV.

=====

(2)
Below is C12H18GaIN5O4S as an isolated structure at a distorted geometry, with properties calculated with wB97M-V/def2-TZVPD.

CARTESIAN COORDINATES (ANGSTROEM)
I 0.420 2.958 3.665
Ga 0.772 0.827 2.192
S 4.382 0.001 4.153
O -1.320 -1.304 2.228
O -0.177 1.141 0.538
O 1.051 0.017 -2.432
O 0.194 -1.970 0.418
N 2.627 0.414 1.781
N 1.080 2.933 -0.959
N 1.843 0.095 -4.065
N -1.757 0.952 -3.511
N -1.128 -1.071 6.261
C 0.434 2.216 -0.173
C 1.170 -1.274 -1.753
C -1.893 2.084 -3.118
C -0.211 -1.698 -0.956
C 2.566 -0.142 -5.018
C -0.185 -0.843 3.032
C -2.265 -0.737 6.033
C -3.684 -0.319 5.748
C 3.460 -0.437 -6.197
C 3.215 0.349 2.975
C -0.931 -2.322 1.271
C -2.061 3.497 -2.624
H -0.638 -3.314 1.823
H -1.161 3.813 -2.090
H -0.923 -0.777 -1.063
H -0.621 -0.436 4.048
H -3.744 0.769 5.679
H -4.341 -0.662 6.550
H -4.017 -0.755 4.804
H 2.963 -1.133 -6.876
H 1.386 -2.101 -2.542
H 4.397 -0.882 -5.854
H 2.043 -1.150 -0.986
H -2.916 3.556 -1.947
H -1.855 -2.564 0.590
H -2.229 4.169 -3.469
H 0.605 -1.682 3.248
H -0.748 -2.601 -1.440
H 0.468 -0.043 -3.230
H 3.682 0.488 -6.735

As for the net charge: -1. The HOMO energy comes out at -5.1 eV. The calculation puts the energy above the lowest of the compared OMol25 structures with the same formula, charge and spin at 0.0 kcal/mol. As for the gap between HOMO and LUMO: 7.63 eV. The value obtained for the LUMO energy is 2.52 eV.

=====

(3)
Below is a 6-piece molecular cluster, C8H22O5 overall at a distorted geometry, with properties calculated with wB97M-V/def2-TZVPD.

CARTESIAN COORDINATES (ANGSTROEM)
O 2.047 -0.116 -2.719
O 2.092 0.584 2.667
O -0.953 0.312 -3.277
O -0.104 1.974 3.252
O 3.189 -1.189 -0.265
C -0.366 -1.837 -1.308
C -1.143 -0.177 0.309
C -1.351 -0.507 1.564
C -1.350 -1.130 -0.823
C -0.699 1.158 -0.177
C -1.716 1.878 -1.158
C 0.393 1.808 0.170
C -1.725 -1.783 2.165
H -1.706 2.944 -0.827
H 0.819 2.690 -0.291
H -1.363 1.985 -2.219
H -1.321 -2.640 1.581
H -0.692 -2.486 -2.099
H 1.350 0.333 2.132
H 1.597 -0.385 -1.946
H 2.638 0.111 2.075
H -2.896 -1.797 2.106
H 1.037 1.445 1.006
H -2.333 -1.394 -1.059
H 3.739 -1.900 0.180
H -1.183 -0.345 -3.887
H 2.817 -1.630 -0.992
H 2.863 0.277 -2.379
H 0.048 2.020 2.302
H 0.022 0.405 -3.255
H -1.353 -1.892 3.261
H 0.593 1.633 3.805
H -1.061 0.259 2.369
H -2.578 1.298 -1.095
H 0.648 -1.906 -1.170

The HOMO energy comes out at -8.9 eV. Its SMILES is C=C/C(=C\C)C(=C)C.O.O.O.O.O. The calculation puts the energy above the lowest of the compared OMol25 structures with the same formula, charge and spin at 73.4 kcal/mol. As for the gap between HOMO and LUMO: 9.01 eV. The value obtained for the LUMO energy is 0.15 eV.

=====

(4)
Below is a 2-piece molecular cluster, C16H25BrN4O4S overall at a distorted geometry, with properties calculated with wB97M-V/def2-TZVPD.

CARTESIAN COORDINATES (ANGSTROEM)
Br -0.686 3.970 -3.288
S -0.426 -2.879 -4.409
O 0.116 -3.659 -3.248
O -0.835 -0.596 0.097
O 0.216 1.580 0.357
O 1.553 4.212 -1.317
N 4.005 -2.308 -2.200
N -0.932 0.496 5.432
N 1.747 0.472 5.065
N 0.417 2.559 5.284
C 0.758 -3.034 -5.768
C 3.101 -0.019 -0.815
C -1.260 -0.399 4.231
C 2.576 -2.773 -2.215
C -1.763 1.786 2.608
C 1.547 -0.567 -0.808
C 0.417 1.162 5.276
C 1.265 -2.028 -1.572
C -0.717 3.888 -0.163
C 4.218 -0.975 -1.540
C 0.233 4.050 -1.512
C -2.251 2.122 1.078
C -1.722 -3.879 -5.179
C -1.038 2.253 -0.020
C -2.278 0.290 3.145
C 0.264 0.184 -0.106
H -3.311 0.468 3.717
H -2.319 2.564 3.322
H -0.104 4.173 0.807
H -0.610 1.960 2.802
H -1.719 4.508 -0.263
H -0.286 -0.866 3.743
H -1.342 -4.880 -5.397
H 1.397 2.911 5.143
H 1.884 0.466 4.019
H -1.399 1.824 -1.067
H -2.057 -3.396 -6.100
H 3.357 1.026 -0.300
H -2.562 -3.954 -4.484
H -1.849 -1.328 4.692
H 1.595 -0.533 5.316
H -2.534 -0.446 2.261
H -3.026 1.298 0.773
H 2.367 -3.823 -2.743
H 0.340 -2.579 -6.669
H -2.801 3.178 1.106
H 5.342 -0.574 -1.506
H 0.172 -2.484 -1.628
H 0.984 -4.087 -5.949
H -1.722 1.175 5.483
H 1.676 -2.509 -5.491

The HOMO energy comes out at -8.8 eV. The calculation puts the energy above the lowest of the compared OMol25 structures with the same formula, charge and spin at 323.7 kcal/mol. As for the gap between HOMO and LUMO: 7.81 eV. The value obtained for the LUMO energy is -1.01 eV.

=====

(5)
Below is C49H78BBrIInN4O6P3 as an isolated structure at a distorted geometry, with properties calculated with wB97M-V/def2-TZVPD.

CARTESIAN COORDINATES (ANGSTROEM)
I -5.335 1.483 -1.130
In -0.031 -0.261 -0.305
Br 0.542 4.005 2.194
P 3.528 0.527 0.106
P -2.599 -1.084 1.780
P -0.049 -2.567 -2.080
O 1.812 2.981 -2.862
O 1.257 -2.046 -1.565
O -1.187 -1.620 -1.834
O -0.490 -3.940 -1.362
O 0.314 1.291 -1.617
O 0.047 -3.062 -3.604
N -1.473 2.814 -1.433
N 2.273 -1.109 2.028
N 0.126 -1.822 2.391
N -1.025 3.202 -0.266
C 0.589 -2.961 4.606
C 4.657 0.412 -2.367
C -3.609 -2.851 -0.088
C -1.557 0.362 3.850
C 0.095 -3.000 -5.957
C -5.390 6.184 1.727
C -1.725 5.587 2.424
C -3.625 -0.905 4.434
C 1.103 3.702 -4.991
C 1.609 -3.250 5.506
C 1.706 -5.050 -1.213
C 4.639 3.103 -0.222
C 3.234 -2.102 4.133
C 2.090 -2.226 -4.640
C -1.228 -2.288 2.190
C 0.901 -2.239 3.464
C 0.564 -2.269 -4.703
C -3.036 6.227 2.269
C 4.587 -1.741 -1.141
C -5.283 -1.595 1.230
C 4.874 -0.241 -0.992
C -0.430 2.469 -3.590
C -3.172 7.573 2.624
C 2.221 -1.799 3.236
C -3.783 1.121 2.972
C -3.932 -2.314 1.312
C -5.510 7.523 2.070
C -0.142 -6.000 -2.622
C -2.927 -0.100 3.337
C -1.174 4.656 1.630
C -3.998 -3.482 2.302
C -1.116 3.222 -5.782
C 0.133 3.795 -5.974
C -1.386 2.565 -4.591
C -4.394 8.215 2.521
C -0.788 1.794 -2.269
C 4.233 2.120 0.881
C 5.377 2.036 1.897
C 6.314 -0.055 -0.520
C -0.371 -5.938 -0.136
C -2.188 -0.011 0.472
C 2.984 2.680 1.577
C -1.658 4.120 0.384
C -4.169 5.540 1.832
C 2.912 -2.834 5.271
C -0.004 -0.852 -4.666
C 3.575 -0.609 1.590
C 0.835 3.043 -3.791
C 0.193 -5.212 -1.355
B 0.962 -1.108 1.462
H -1.017 -0.441 4.355
H -6.471 8.019 2.004
H 6.994 -0.580 -1.199
H 2.400 -1.868 -3.660
H 0.394 -2.448 -6.848
H 2.510 -3.221 -4.805
H -1.456 -6.022 -0.223
H 2.210 2.899 0.841
H 0.309 -5.526 -3.490
H -1.242 -2.960 1.324
H 2.188 -6.028 -1.172
H 4.214 -1.463 1.351
H -0.131 -5.381 0.772
H -0.419 -3.305 4.802
H 4.019 -0.091 2.439
H -3.557 -2.052 -0.826
H 0.057 -6.938 -0.062
H -1.874 3.291 -6.552
H -3.084 -1.823 4.676
H -1.533 1.008 -2.476
H -3.126 -4.134 2.226
H -4.630 0.860 2.336
H -4.165 1.586 3.884
H -5.630 -1.244 2.203
H -4.650 -1.157 4.163
H -2.570 4.564 -0.015
H 1.937 -4.490 -0.306
H 3.695 -3.085 5.976
H -5.245 -0.750 0.525
H 5.091 -2.117 -2.037
H -6.250 5.622 1.384
H 0.271 -0.298 -5.563
H -2.367 3.160 -1.769
H -1.223 -6.022 -2.768
H -0.992 -3.090 -5.938
H 0.356 4.319 -6.895
H 1.386 -3.816 6.402
H 5.284 -0.068 -3.125
H -4.101 -3.150 3.335
H 6.456 -0.464 0.483
H 0.521 -4.004 -5.993
H 5.601 2.841 -0.665
H -1.553 -2.857 3.059
H -2.302 8.112 2.983
H 2.568 1.968 2.298
H 3.217 3.603 2.116
H 2.098 -4.484 -2.056
H -0.930 0.741 3.042
H 0.225 -7.023 -2.530
H 3.519 -1.929 -1.250
H -2.665 -3.397 -0.139
H 4.887 1.477 -2.352
H -1.134 5.942 3.260
H 3.888 3.150 -1.011
H -2.913 -0.130 -0.331
H 2.473 -1.549 -5.405
H -4.875 -4.087 2.065
H -1.698 1.176 4.564
H -3.657 -0.293 5.339
H 1.480 2.358 -2.161
H -3.201 1.876 2.446
H -4.410 -3.531 -0.389
H 5.200 1.318 2.697
H 2.084 4.141 -5.125
H 4.739 4.104 0.208
H -4.475 9.260 2.799
H 5.479 3.016 2.373
H -4.117 4.482 1.608
H 6.329 1.795 1.426
H 4.252 -1.783 3.956
H 3.611 0.304 -2.665
H 0.384 -0.329 -3.790
H -6.031 -2.286 0.835
H -2.243 1.016 0.826
H -2.361 2.116 -4.433
H -1.091 -0.893 -4.586
H 6.601 0.996 -0.511
H 4.963 -2.321 -0.295

As for the net charge: -1. The HOMO energy comes out at -4.5 eV. As for the gap between HOMO and LUMO: 6.61 eV. The value obtained for the LUMO energy is 2.08 eV.

=====

(6)
Below is one molecule with the formula C5H9NO3 at a distorted geometry, with properties calculated with wB97M-V/def2-TZVPD.

CARTESIAN COORDINATES (ANGSTROEM)
O 1.993 1.782 0.884
O -0.927 0.267 -0.568
O 1.526 -0.305 0.309
N 0.875 -1.259 -0.413
C 1.297 0.980 0.318
C 0.653 -2.402 0.421
C -0.177 1.395 -0.300
C 0.512 1.937 -1.422
C -1.928 -0.066 0.371
H -0.609 2.075 0.430
H 0.172 -3.147 -0.208
H 0.512 1.381 -2.344
H -2.684 0.730 0.438
H 0.013 -2.174 1.282
H -2.405 -0.979 0.003
H 1.595 -2.808 0.800
H -1.511 -0.236 1.367
H 1.095 2.830 -1.368

The HOMO energy (alpha / beta) comes out at -8.8 / -7.7 eV. The calculation puts the energy above the lowest of the compared OMol25 structures with the same formula, charge and spin at 170.2 kcal/mol. As for the gap between HOMO and LUMO (alpha / beta): 8.87 / 7.73 eV. The value obtained for the LUMO energy (alpha / beta) is 0.05 / -0.01 eV.

=====

(7)
Below is C12H14ClNO9P2RuS as an isolated structure, with properties calculated with wB97M-V/def2-TZVPD.

CARTESIAN COORDINATES (ANGSTROEM)
Ru 0.310 0.201 -0.666
Cl -6.827 -1.255 0.596
S 1.592 -0.596 -5.015
P 1.125 0.220 2.568
P 3.030 0.751 0.334
O -1.116 -1.273 -0.748
O -1.435 1.531 -0.922
O 1.971 1.948 -0.039
O 0.095 0.626 1.543
O 1.091 -1.327 2.865
O 0.866 0.833 3.988
O 4.392 1.119 -0.058
O 2.300 -0.499 -0.208
O 3.025 1.968 2.716
N 0.785 0.427 -2.851
C -2.414 -1.212 -0.488
C 0.095 0.228 -5.027
C -4.477 -0.041 0.133
C 1.775 -0.272 -3.370
C -5.155 -1.223 0.175
C -0.185 0.708 -3.797
C -2.507 1.275 -0.332
C 3.849 -0.370 2.710
C -4.486 -2.416 -0.128
C -3.112 -0.009 -0.219
C 2.856 0.657 2.164
C -3.149 -2.406 -0.447
H -4.999 0.884 0.349
H 3.934 2.256 2.560
H 3.678 -1.345 2.256
H -3.070 2.110 0.101
H -0.488 0.327 -5.929
H -1.054 1.281 -3.516
H 3.761 -0.463 3.792
H -2.615 -3.321 -0.673
H 0.511 -1.835 2.283
H 1.165 1.751 4.085
H 2.424 2.750 -0.335
H -5.035 -3.349 -0.105
H 4.860 -0.051 2.456
H 2.638 -0.588 -2.799

As for the net charge: +1. The HOMO energy (alpha / beta) comes out at -11.7 / -11.6 eV. The calculation puts the energy above the lowest of the compared OMol25 structures with the same formula, charge and spin at 0.0 kcal/mol. As for the gap between HOMO and LUMO (alpha / beta): 8.00 / 6.27 eV. Its spin multiplicity is 6. The value obtained for the LUMO energy (alpha / beta) is -3.65 / -5.36 eV.

=====

(8)
Below is one molecule with the formula C5H4O2 at a distorted geometry, with properties calculated with wB97M-V/def2-TZVPD.

CARTESIAN COORDINATES (ANGSTROEM)
O -3.157 0.761 0.929
O 0.641 2.002 -1.356
C 0.069 -0.830 0.361
C 0.488 0.983 -0.801
C 1.243 -0.232 -0.373
C -2.087 0.593 0.456
C -0.939 0.242 0.114
H 1.827 -1.036 -0.969
H 1.888 0.321 0.344
H -0.195 -1.794 -0.136
H 0.221 -1.010 1.431

The HOMO energy comes out at -9.0 eV. Its SMILES is O=C=C1CCC1=O. The calculation puts the energy above the lowest of the compared OMol25 structures with the same formula, charge and spin at 60.9 kcal/mol. As for the gap between HOMO and LUMO: 9.15 eV. The value obtained for the LUMO energy is 0.12 eV.